1.
17
Properties=species:S:1:pos:R:3:forces:R:3:nbo_charge:R:1 method="wB97M-V/def2-TZVPD" spin_multiplicity=1 smiles="O=P(O)=S.CC(C)O" homo_ev=-9.63 e_tot_ha=-1084.981029 de_lowest_kcal_mol=39.17
S 4.0201 1.8049 -0.4195 0.4882 -1.4476 0.3917 -0.54
P 3.7465 -0.1032 -0.0932 1.1791 1.7721 0.6909 1.94
O -0.1859 1.0352 -0.5045 0.9204 -1.0577 0.1716 -0.76
O 2.2985 -0.4394 -0.4979 -3.2400 1.0844 0.0995 -1.04
O 4.5265 -1.1931 0.5273 -0.8098 1.0488 -0.9466 -0.97
C -0.7962 -0.1640 0.0306 -1.4370 0.9712 -0.0056 0.09
C -1.4425 0.1789 1.3607 -0.4438 -0.8119 1.4686 -0.64
C -1.9355 -0.6635 -0.9370 5.8707 -1.9891 1.0204 -0.61
H -1.3693 -0.9930 -1.7977 -0.4484 -0.3502 -0.5535 0.22
H -2.4328 -1.4374 -0.4499 -1.3569 -1.0376 0.3864 0.22
H -0.6784 0.2628 2.1916 -0.8375 0.1972 -0.9353 0.22
H 0.0289 -0.8414 0.1449 0.0808 -0.6060 0.0781 0.19
H -0.8782 1.5748 -0.8665 -0.2777 0.6014 -0.3262 0.48
H -2.0732 -0.7624 1.6243 0.6460 1.9258 -0.1096 0.21
H 1.5929 0.3822 -0.4921 2.1242 -2.1191 -0.3969 0.59
H -2.0577 1.1574 1.3055 0.7935 -1.7887 0.0986 0.22
H -2.3637 0.2013 -1.1265 -3.2516 3.6070 -1.1322 0.19

=====

2.
45
Properties=species:S:1:pos:R:3:forces:R:3:nbo_charge:R:1 method="wB97M-V/def2-TZVPD" spin_multiplicity=1 smiles=COc1ccc(CNc2cc(C)ccc2C)c(OC)c1OC homo_ev=-7.50 e_tot_ha=-980.131145 de_lowest_kcal_mol=66.84
O -2.3575 -0.1468 -2.4012 0.6124 0.0762 0.3135 -0.52
O -2.2277 -0.8448 0.4084 0.2741 -0.2570 -0.1765 -0.52
O -0.1579 -0.4519 -3.9081 -0.3119 0.0447 0.4190 -0.50
N 1.1517 -1.1220 2.2698 0.4101 -0.3114 0.1363 -0.61
C 0.9874 -0.5174 -4.7203 0.2163 -0.0323 -0.1456 -0.25
C 0.1621 2.4401 2.1653 0.1321 0.0975 0.0550 0.01
C 1.2240 0.2617 2.3005 -0.0239 0.3133 0.1302 0.26
C 2.4892 2.2613 2.7112 -0.0535 -0.0886 -0.0476 -0.17
C 0.1029 1.0575 2.0808 0.0679 -0.1142 -0.0278 -0.31
C -2.9672 -0.9820 -3.3644 -0.1730 -0.2407 -0.2038 -0.25
C 2.4432 0.8816 2.6285 0.1601 -0.0002 -0.0145 -0.09
C -1.0680 3.2541 1.8907 0.0437 -0.0341 -0.0447 -0.63
C 1.1072 -1.6716 -0.6838 -0.3003 0.0558 0.0591 -0.12
C 1.1025 -1.3375 -2.0257 0.0594 0.0371 -0.2807 -0.34
C -0.0045 -1.4897 0.1133 -0.1511 0.0227 -0.0077 -0.14
C 3.6779 0.0651 2.8880 -0.1956 0.0724 -0.0230 -0.64
C -3.3454 -0.0401 0.0978 -0.3856 0.2794 0.0561 -0.24
C 0.0713 -1.8086 1.5925 -0.1332 0.0763 -0.0301 -0.24
C -1.1823 -0.9754 -0.4564 0.2232 -0.0734 -0.0756 0.35
C 1.3696 3.0426 2.4804 -0.1174 0.0846 -0.0106 -0.27
C -1.2094 -0.6592 -1.8178 -0.2876 0.0690 -0.2757 0.15
C -0.0486 -0.8218 -2.5979 -0.0906 0.0352 0.0394 0.28
H 1.7967 0.1035 -4.3242 -0.0224 -0.0343 -0.0061 0.18
H 2.0097 -2.0767 -0.2499 0.1150 -0.0194 0.0732 0.20
H -2.3179 -1.1469 -4.2265 -0.0672 0.0160 0.0703 0.19
H 1.9964 -1.4799 -2.6100 0.0608 0.0007 -0.1035 0.22
H -0.9346 4.2829 2.2164 -0.0448 0.0719 0.0088 0.21
H 1.3411 -1.5473 -4.8371 0.0004 0.0530 0.0182 0.17
H -4.0273 -0.5408 -0.5930 0.0669 0.0611 0.0373 0.18
H -3.8538 0.1180 1.0503 0.0251 0.0082 -0.0731 0.19
H 3.4261 2.7402 2.9612 0.0994 0.0087 0.0301 0.20
H -0.8403 0.5979 1.8385 -0.1899 -0.1249 -0.0556 0.21
H 3.5127 -0.6418 3.7015 0.0553 -0.1150 0.0487 0.21
H 0.2363 -2.8818 1.7294 -0.0735 0.1158 0.0434 0.21
H -1.2824 3.2588 0.8214 -0.0723 0.0486 -0.0573 0.22
H 2.0500 -1.5612 2.1385 -0.0727 0.0088 0.0621 0.37
H 4.5061 0.7138 3.1623 0.0622 -0.0122 0.0044 0.22
H -0.8737 -1.5521 2.0720 0.0948 -0.1382 -0.0137 0.22
H 1.4396 4.1185 2.5481 -0.0191 0.1100 0.0112 0.20
H 0.6799 -0.1313 -5.6911 0.0725 -0.0375 0.0500 0.20
H -3.2420 -1.9501 -2.9285 0.0000 0.0695 0.0005 0.17
H -1.9313 2.8322 2.4023 -0.0975 0.0215 0.0241 0.21
H -3.8668 -0.4571 -3.6822 -0.0099 -0.0741 -0.0271 0.19
H -3.0449 0.9200 -0.3240 -0.0409 -0.0491 0.0387 0.19
H 3.9729 -0.4969 1.9991 0.0822 -0.1016 -0.0293 0.20

=====

3.
9
Properties=species:S:1:pos:R:3:forces:R:3:nbo_charge:R:1 method="wB97M-V/def2-TZVPD" spin_multiplicity=1 homo_ev="0.81 / 1.10" e_tot_ha=-793.429435 total_charge=-2 de_lowest_kcal_mol=91.18
S -2.8642 -0.6571 -0.0989 0.5657 0.1509 0.1645 -0.22
O 1.0314 0.8931 0.2582 1.6755 -2.8641 1.6042 -0.57
O -0.4544 -2.4278 0.0914 0.5923 0.8238 0.1549 -0.78
O 0.6487 3.0342 0.1599 0.1181 -0.9579 -0.4789 -0.77
N -1.2824 -0.2242 0.2204 -2.5188 0.2378 0.1893 -0.65
C 0.6055 1.9819 -0.4820 -0.8644 2.7709 -1.1739 0.30
C 0.9324 -0.4261 0.0499 -2.0253 0.0787 0.3181 0.12
C -0.3386 -1.1663 0.1608 1.1988 -0.2147 -0.5557 0.45
H 1.7215 -1.0078 -0.3598 1.2582 -0.0253 -0.2225 0.12